1.
This record from OMol25 describes a 2-piece molecular cluster, C18H28BF3O7P overall at a distorted geometry. The level of theory is ωB97M-V with the def2-TZVPD basis set.

Computed properties:
Total charge: +1
E_LUMO, Ha: -0.1799
E_tot, hartree: -1894.60346
Max |F|, eV Å⁻¹: 9.39

Last column: natural (NBO) charge in e.
Atoms and positions in Å:
H (4.069, 3.434, 2.053)  0.24
H (1.259, 3.340, 1.299)  0.21
H (1.685, 2.618, -4.311)  0.22
H (1.921, 0.382, 2.035)  0.17
H (0.748, -1.481, 2.474)  0.21
P (0.828, 0.828, -2.698)  0.96
C (-0.834, 3.848, -4.953)  -0.29
F (-1.797, 1.404, -1.848)  -0.32
C (-5.459, -3.687, 4.059)  -0.21
O (-1.501, 0.673, 4.315)  -0.55
H (3.029, -1.925, -1.991)  0.19
H (4.900, 2.460, -0.146)  0.24
H (1.042, 2.190, -0.542)  0.29
C (-3.790, -4.193, 1.799)  -0.25
H (-3.758, -2.859, 5.022)  0.24
H (3.388, 3.536, -0.478)  0.22
H (1.190, -2.260, -1.435)  0.19
H (-6.154, -3.528, 4.874)  0.24
C (-1.022, 0.265, -2.467)  0.81
O (-7.180, -4.655, 2.774)  -0.46
O (-0.550, 2.553, -4.316)  -0.56
C (0.745, 2.540, -3.618)  -0.29
F (-1.074, -0.834, -1.431)  -0.33
H (-0.287, 3.833, -6.009)  0.21
O (2.976, -0.124, -4.521)  -0.82
H (0.232, 1.190, 1.809)  0.17
C (-0.286, -1.292, 2.991)  -0.72
O (1.430, -1.947, -3.544)  -0.73
C (2.006, -2.472, -2.265)  -0.30
H (-3.095, -4.352, 0.984)  0.23
F (-1.592, -0.203, -3.752)  -0.29
C (1.237, 1.265, 2.450)  -0.08
C (-0.359, 0.188, 3.766)  0.77
C (-3.244, -3.554, 3.013)  0.49
H (3.561, 1.223, -1.893)  0.20
H (0.742, 3.396, -2.795)  0.25
H (3.023, 0.885, -4.515)  0.49
C (3.117, 1.196, -0.794)  -0.43
O (-2.069, -3.224, 3.084)  -0.54
O (0.834, 1.095, 3.855)  -0.54
C (1.484, 1.182, -0.939)  -0.72
H (3.537, 0.226, -0.240)  0.25
H (3.880, 1.562, 2.186)  0.23
C (-4.174, -3.328, 4.138)  -0.23
C (1.905, 2.716, 2.085)  -0.45
B (1.805, -0.509, -3.662)  0.94
H (-5.490, -5.021, 0.836)  0.24
C (-5.075, -4.552, 1.720)  -0.20
H (-2.006, 3.869, -5.171)  0.24
H (-1.122, -1.280, 2.172)  0.26
C (-6.004, -4.326, 2.845)  0.46
H (-0.573, 4.790, -4.309)  0.20
H (2.175, -3.632, -2.295)  0.25
C (3.716, 2.499, 0.004)  -0.42
C (3.463, 2.499, 1.623)  -0.43
H (1.073, 0.321, -0.222)  0.30
H (-0.422, -2.123, 3.808)  0.30
H (1.916, 3.353, 3.086)  0.26

***

2.
This record from OMol25 describes C18H28CaNO4P2 as an isolated structure at a distorted geometry. The level of theory is ωB97M-V with the def2-TZVPD basis set.

Computed properties:
Total charge: +1
ΔE to the lowest compared entry with this formula, charge and spin, kcal/mol: 0.0
E_LUMO (spin up / spin down), Ha: -0.1921 / -0.2211
E_tot, hartree: -2418.52646
Max |F|, eV Å⁻¹: 1.86

Last column: natural (NBO) charge in e.
Atoms and positions in Å:
H (-3.233, -0.634, 2.997)  0.26
C (3.808, -1.974, -0.998)  -0.21
C (-4.119, -0.503, -1.097)  -0.21
H (0.258, 1.069, 2.305)  -0.03
Ca (0.386, -0.101, 0.421)  1.67
H (-2.100, -1.467, 4.072)  0.26
H (-3.549, -2.321, 0.708)  0.25
H (0.298, 4.112, 1.231)  0.26
H (-0.815, 1.698, 3.152)  0.42
H (-1.781, 3.641, -1.332)  0.23
H (-3.827, 2.744, -2.054)  0.23
C (1.128, 2.637, -2.226)  -0.92
H (-0.252, -3.567, 2.775)  0.26
H (0.654, 1.928, -2.916)  0.26
H (-4.781, -1.364, -1.121)  0.24
C (5.404, -2.398, -2.766)  -0.22
C (-4.468, 0.708, -1.698)  -0.15
C (-3.585, 1.768, -1.630)  -0.21
H (-3.340, -2.425, 3.187)  0.24
C (4.162, -1.908, -2.352)  -0.15
H (-2.170, -2.661, -0.377)  0.27
H (-0.395, -3.785, 1.015)  0.25
C (6.294, -2.959, -1.835)  -0.18
C (-2.598, -1.914, 0.320)  -0.76
O (-2.403, 3.897, 1.735)  -0.96
C (-2.310, 1.598, -1.010)  0.22
H (-2.442, 3.504, 0.837)  0.48
P (0.324, 2.524, -0.587)  0.71
O (2.208, -1.500, 0.722)  -0.83
C (-2.661, -1.562, 3.132)  -0.93
P (-1.453, -1.733, 1.769)  0.72
C (5.935, -3.037, -0.482)  -0.22
H (5.675, -2.347, -3.820)  0.22
H (6.604, -3.479, 0.259)  0.22
H (-5.418, 0.808, -2.218)  0.24
H (2.177, 2.337, -2.105)  0.27
H (4.381, -2.589, 0.969)  0.23
O (1.789, -0.714, -1.341)  -0.83
H (-2.020, 2.654, 2.927)  0.49
C (-2.889, -0.612, -0.432)  0.25
O (-1.677, 1.996, 3.587)  -0.92
H (1.875, 4.080, 0.387)  0.26
N (-1.972, 0.368, -0.464)  -0.59
C (-0.941, -3.487, 1.923)  -0.93
H (1.057, 3.656, -2.629)  0.24
C (-1.408, 2.695, -0.927)  -0.52
H (3.451, -1.462, -3.053)  0.23
H (0.483, 4.956, -0.348)  0.24
H (-3.198, 4.457, 1.817)  0.50
H (-1.806, -4.147, 2.075)  0.24
C (4.692, -2.549, -0.075)  -0.15
H (7.257, -3.346, -2.158)  0.22
C (0.784, 4.083, 0.246)  -0.93
C (2.527, -1.374, -0.520)  0.77

***

3.
This record from OMol25 describes C18H28FeO3P as an isolated structure at a distorted geometry. The level of theory is ωB97M-V with the def2-TZVPD basis set.

Computed properties:
Total charge: +1
ΔE to the lowest compared entry with this formula, charge and spin, kcal/mol: 19.9
Multiplicity: 5
E_LUMO (spin up / spin down), Ha: -0.1014 / -0.1763
E_tot, hartree: -2532.98774
Max |F|, eV Å⁻¹: 8.25

Last column: Löwdin spin population.
Atoms and positions in Å:
H (2.633, -0.456, -2.389)  0.00
H (1.449, -1.211, -3.484)  0.00
H (2.950, 1.671, 1.521)  0.00
H (1.017, 0.276, -2.649)  0.00
C (-2.677, 4.478, -1.565)  0.08
O (0.637, 2.906, -1.663)  -0.04
H (-1.362, -2.816, 1.165)  0.00
H (1.161, 1.729, 1.342)  0.00
C (0.759, -2.249, 1.238)  0.00
H (3.678, -1.317, -0.450)  0.00
H (-2.418, -0.758, -1.324)  0.02
C (1.564, -0.669, -2.537)  0.00
C (-1.360, -0.112, 0.491)  0.06
C (0.959, -1.579, -1.456)  0.00
H (-2.883, 1.540, -2.325)  0.01
Fe (-2.009, 3.278, -0.455)  2.52
C (-0.102, -2.490, -2.056)  0.00
H (-1.809, -0.962, 1.022)  0.02
C (3.440, -0.735, 0.448)  0.00
P (0.437, -0.744, 0.190)  0.01
H (0.478, -1.140, 3.104)  0.00
H (-0.302, -3.893, 2.070)  0.00
C (-1.728, 1.167, 1.273)  0.44
C (-0.448, 3.137, -1.287)  -0.02
H (1.894, 0.542, 2.459)  0.00
H (1.783, -2.198, -1.063)  0.00
H (-0.281, -3.936, 0.282)  0.00
H (2.181, -1.595, 2.819)  0.00
H (-3.409, 2.482, 1.821)  0.01
H (4.258, -0.008, 0.576)  0.00
H (-0.956, 0.221, -1.560)  0.00
C (-2.873, 1.937, 1.031)  0.17
H (0.959, -2.820, 3.281)  0.00
C (-0.368, -3.284, 1.161)  0.00
O (-0.843, 4.876, 1.657)  0.08
C (-3.531, 1.919, -0.266)  0.13
C (2.134, 0.093, 0.350)  0.00
H (-1.058, -1.962, -2.186)  0.00
H (1.659, -2.671, 0.756)  0.00
C (2.026, 1.074, 1.504)  0.00
C (-1.876, 0.141, -0.952)  0.05
H (3.489, -1.429, 1.295)  0.00
C (-1.503, 4.378, 0.841)  0.11
H (-1.149, 1.345, 2.187)  0.02
C (1.136, -1.914, 2.686)  0.00
C (-2.690, 1.403, -1.259)  0.24
H (-0.248, -3.424, -1.500)  0.00
H (-4.527, 2.309, -0.451)  0.01
H (0.262, -2.731, -3.061)  0.00
H (2.235, 0.653, -0.597)  0.00
O (-2.766, 5.546, -2.036)  0.08

***

4.
This record from OMol25 describes one molecule with the formula C18H28N2O4S2. The level of theory is ωB97M-V with the def2-TZVPD basis set.

Computed properties:
Total charge: 0
ΔE to the lowest compared entry with this formula, charge and spin, kcal/mol: 1.9
E_LUMO, Ha: 0.0158
E_tot, hartree: -1909.55521
Max |F|, eV Å⁻¹: 0.74

Last column: natural (NBO) charge in e.
Atoms and positions in Å:
H (0.227, -2.215, 1.106)  0.25
H (6.495, -3.688, 1.773)  0.21
O (0.068, 1.426, 2.705)  -0.93
H (-5.992, 1.495, 1.010)  0.19
H (-3.212, 3.787, -0.034)  0.21
O (-1.132, -0.099, 1.193)  -0.96
C (-4.997, 1.139, 1.290)  -0.40
C (2.301, -2.728, 1.313)  -0.26
C (1.227, -1.865, 1.308)  -0.16
N (0.519, 1.674, 0.303)  -0.87
S (0.543, -2.059, -3.317)  0.19
H (-1.946, 0.911, -0.102)  0.43
C (-1.078, 1.980, -1.601)  0.67
C (0.473, -0.022, -1.448)  -0.44
H (2.176, -3.781, 1.116)  0.24
H (2.816, 1.017, 2.040)  0.24
C (0.438, -0.280, -2.946)  -0.52
H (0.413, 2.630, 0.602)  0.42
C (2.259, -2.395, -2.821)  -0.74
H (2.355, -2.359, -1.739)  0.21
H (4.760, -0.501, 2.062)  0.22
H (2.491, -3.393, -3.177)  0.23
H (-3.492, 2.424, -2.100)  0.23
C (0.293, 1.460, -1.117)  -0.13
H (-5.067, 0.684, 2.279)  0.21
C (3.779, -0.894, 1.846)  -0.27
O (-1.159, 2.729, -2.557)  -0.64
H (-5.393, 1.042, -1.452)  0.20
H (2.916, -1.671, -3.294)  0.21
H (1.435, -0.342, -1.041)  0.22
H (-3.557, -0.295, 0.597)  0.21
N (-2.111, 1.532, -0.885)  -0.66
H (-3.047, 1.968, 1.659)  0.20
O (4.575, -3.177, 1.555)  -0.48
C (-4.522, 0.102, 0.277)  -0.41
C (-4.028, 2.317, 1.329)  -0.41
H (-4.897, 3.359, -0.342)  0.20
H (-4.028, -0.014, -1.824)  0.21
C (-3.481, 1.944, -1.115)  -0.06
C (2.694, -0.034, 1.835)  -0.15
H (-4.375, 3.062, 2.049)  0.21
C (1.433, -0.520, 1.561)  -0.38
H (1.257, 0.223, -3.461)  0.21
C (-3.923, 2.959, -0.053)  -0.40
H (-5.226, -0.733, 0.239)  0.21
C (5.898, -2.780, 1.840)  -0.26
H (-0.315, -0.601, -0.965)  0.23
C (-4.405, 0.724, -1.113)  -0.40
H (5.982, -2.365, 2.848)  0.18
C (3.591, -2.251, 1.580)  0.32
H (1.053, 2.043, -1.658)  0.23
S (0.073, 0.627, 1.518)  2.33
H (-0.505, 0.050, -3.379)  0.24
H (6.264, -2.052, 1.111)  0.18

***

Q: Which value of E_tot does entry 3 give?
A: -2532.98774 hartree

***

Q: Which of these has the highest max |F|?
A: C18H28BF3O7P

***

Q: The lowest max |F| belongs to which entry?
A: C18H28N2O4S2